1.
{"formula": "C2H3N5S", "method": "ωB97M-V/def2-TZVPD", "elements": ["N", "C", "N", "N", "N", "C", "S", "N", "H", "H", "H"], "xyz": [[-1.8219, -0.9960, -0.2151], [-0.8914, -0.0408, -0.0967], [-1.1351, 1.2378, -0.0108], [-0.1788, 2.1536, -0.0152], [1.0253, 1.8119, -0.1434], [1.3138, 0.4114, -0.1989], [2.9631, -0.0882, -0.0685], [0.3811, -0.5736, -0.0265], [-1.5952, -1.9257, 0.0213], [-2.7551, -0.6624, 0.3983], [2.6941, -1.3279, 0.3555]], "forces_ev_per_angstrom": [[-5.8, 2.6, 2.5], [3.6, -1.3, 0.4], [-2.0, 0.8, -0.1], [-0.9, -0.7, 0.2], [2.3, -2.2, -0.8], [-2.7, -0.7, 1.9], [0.7, 0.6, -0.2], [1.2, 3.0, -1.2], [0.8, -0.9, 0.2], [3.0, -1.3, -2.6], [-0.2, 0.0, -0.2]], "relative_energy_kcal_mol": 13.4, "orbital_gap_ev": 9.410, "smiles": "Nc1nnnc(S)n1", "homo_ev": -9.73, "largest_force_ha_per_bohr": 0.13313}

***

2.
{"formula": "C2H3N6O2", "method": "ωB97M-V/def2-TZVPD", "elements": ["N", "C", "C", "N", "N", "N", "O", "O", "N", "N", "H", "H", "H"], "xyz": [[1.6890, 3.1818, 0.2826], [1.0002, 2.2498, 0.2249], [0.3687, 1.0537, -0.0104], [0.9428, 0.2021, -0.7579], [1.3616, -0.8929, -0.9535], [1.3022, -1.9660, 0.1966], [0.2464, -1.9860, 0.6966], [2.2794, -2.5805, 0.2978], [-0.9752, 1.1060, 0.3173], [-1.8321, 0.0443, -0.0764], [-2.1284, 0.2609, -1.1566], [-2.6594, 0.2434, 0.5470], [-1.5954, -0.9167, 0.3919]], "forces_ev_per_angstrom": [[-1.1, -1.1, 0.1], [3.0, 3.3, 0.7], [-7.4, 0.4, 2.6], [2.0, -2.9, -2.1], [0.5, 0.0, -1.9], [1.1, 1.7, -0.6], [-2.6, -0.6, 1.7], [1.0, -0.9, 0.2], [3.7, 0.8, -0.4], [-1.5, -0.2, 0.3], [0.7, -1.7, 3.0], [0.3, 0.2, -1.3], [0.3, 1.1, -2.3]], "total_charge": 1, "relative_energy_kcal_mol": 0.0, "orbital_gap_ev": 8.217, "smiles": "N#CC(/N=N\\[N+](=O)[O-])=N/[NH3+]", "homo_ev": -14.73, "largest_force_ha_per_bohr": 0.15259}

***

3.
{"formula": "C2H3N8O", "method": "ωB97M-V/def2-TZVPD", "elements": ["H", "N", "C", "N", "N", "N", "N", "N", "N", "C", "N", "O", "H", "H"], "xyz": [[2.8167, 1.1559, 0.1874], [2.0819, 0.5988, -0.1425], [1.9602, -0.4814, -0.6894], [2.5344, -1.7407, -0.7171], [0.5385, -0.7557, -1.1076], [-0.3201, 0.0185, -1.0021], [-1.3053, 0.6139, -1.1626], [-2.4985, 0.9628, -1.0162], [-3.0776, 1.1605, 0.0300], [-2.6080, 0.9345, 1.2559], [-2.8364, 1.0235, 2.4176], [-2.7983, 1.0050, 3.5617], [2.1007, -2.4450, -1.2875], [3.4120, -2.0506, -0.3274]], "forces_ev_per_angstrom": [[1.5, 0.1, 0.4], [-0.8, 1.1, -0.6], [0.4, -2.7, 2.0], [-0.2, 0.8, -0.5], [0.3, -0.6, -1.3], [-2.2, 0.0, 0.4], [5.9, -0.9, -0.5], [-3.8, 1.1, -2.2], [-1.7, 0.0, 2.4], [0.5, 0.2, 0.2], [0.4, -0.1, -2.3], [-0.2, 0.0, 2.1], [-0.2, 0.1, -0.1], [0.1, 0.9, 0.1]], "total_charge": 1, "orbital_gap_ev": 7.269, "smiles": "[H]/N=C(N)/N=N/N=N\\N=C=[N+]=O", "homo_ev": -14.14, "largest_force_ha_per_bohr": 0.11695}

***

4.
{"formula": "C2H3NO", "method": "ωB97M-V/def2-TZVPD", "elements": ["C", "C", "N", "O", "H", "H", "H"], "xyz": [[0.1210, -1.3023, 0.1662], [0.7166, -0.1501, 0.0486], [0.7917, 1.0797, -0.1007], [-0.5987, 1.4312, -0.1861], [-0.1635, -1.8427, -0.7290], [-0.2268, -1.6186, 1.1422], [-0.6245, 2.3827, -0.3172]], "forces_ev_per_angstrom": [[0.1, 0.0, 0.0], [-0.5, 0.3, -0.1], [-0.1, -0.7, 0.1], [-0.4, 0.6, -0.1], [0.3, -0.2, 0.1], [0.3, -0.2, -0.1], [0.3, 0.2, 0.0]], "relative_energy_kcal_mol": 78.1, "orbital_gap_ev": 10.976, "smiles": "C=C=NO", "homo_ev": -10.14, "largest_force_ha_per_bohr": 0.01417}

***

5.
{"formula": "C2H3NO", "method": "ωB97M-V/def2-TZVPD", "elements": ["N", "C", "C", "O", "H", "H", "H"], "xyz": [[1.8803, -0.3022, -0.0110], [0.8205, 0.1917, -0.0278], [-0.5916, 0.5904, 0.0246], [-1.4829, -0.4663, -0.0775], [-0.8552, 1.3172, -0.7219], [-0.6701, 1.1237, 1.0097], [-1.1472, -1.2874, 0.4281]], "forces_ev_per_angstrom": [[-2.2, 1.3, 0.0], [2.3, -1.5, -0.4], [0.4, 0.8, 1.7], [0.3, -2.5, 0.9], [0.1, 0.2, -0.5], [-0.2, -0.3, -0.6], [-0.7, 2.1, -1.1]], "relative_energy_kcal_mol": 17.6, "orbital_gap_ev": 11.952, "smiles": "N#CCO", "homo_ev": -11.31, "largest_force_ha_per_bohr": 0.05383}

***

6.
{"formula": "C2H3NO2", "method": "ωB97M-V/def2-TZVPD", "elements": ["C", "C", "N", "O", "O", "H", "H", "H"], "xyz": [[1.7429, -0.7682, 0.0583], [-1.0278, 0.5455, 0.0015], [-0.5405, -0.6617, 0.1710], [1.6667, -0.0178, -0.8125], [1.8482, -1.5669, 0.9046], [-0.3992, 1.2951, 0.3823], [-1.0854, 0.6643, -1.0302], [-2.2049, 0.5097, 0.3250]], "forces_ev_per_angstrom": [[0.1, -1.9, 1.4], [-4.0, 0.2, 1.0], [0.2, -3.0, 0.8], [0.6, 0.9, -0.8], [0.5, 0.9, -0.6], [0.4, 1.6, 1.0], [-0.2, 0.7, -2.5], [2.4, 0.7, -0.2]], "relative_energy_kcal_mol": 92.9, "orbital_gap_ev": [8.984, 8.976], "homo_ev": [-9.69, -9.53], "largest_force_ha_per_bohr": 0.08043}